The following is a DFT calculation (the ωB97M-V functional and the def2-TZVPD basis) of a molecular structure, C15H23AlBCaClCs2F13N6O3 in a non-equilibrium geometry.

Summary:
electronic energy: -105664.7146 eV
F_max: 7.63 eV/A
ΔE to the lowest compared entry with this formula, charge and spin: 0.00 kcal/mol
Kohn-Sham gap: 1.8900 eV

Geometry as ORCA input:
```
! RIJCOSX wB97M-V def2-TZVPD def2/J DEFGRID3
* xyz 1 1
N -4.9152 2.7621 -3.4781
C -4.1892 2.2576 -2.5910
C -4.3901 0.8371 -2.0933
C -3.2996 0.2756 -1.1701
N -3.6713 -0.7857 -0.3569
C -2.4486 -1.0479 0.2943
N -2.2895 -2.0434 1.1929
N -1.5204 -0.2150 -0.1213
N -2.0262 0.5845 -1.0458
C -1.2422 1.6052 -1.7812
C 0.1768 1.0554 -1.9684
F 0.8749 1.9076 -2.7660
H -5.6315 2.1019 -3.7891
H -3.3861 2.8639 -2.2006
H -5.3357 0.8466 -1.5217
H -4.5470 0.1205 -2.8934
H -2.3082 -2.9721 0.8115
H -2.0768 -1.8805 2.1737
H -0.5329 -0.1761 0.1900
H -1.6691 1.8112 -2.7502
H -1.1527 2.4849 -1.1489
H 0.6549 0.9369 -1.0094
H 0.1004 0.0975 -2.4713
Cl 1.2087 -1.3655 -0.7208
Cs -4.9805 0.1127 1.3238
O -2.8098 4.3013 3.0716
H -2.5627 5.0097 3.6736
H -2.1303 4.2984 2.3923
C 2.9251 -2.8784 -3.5335
C 4.2010 -3.3864 -2.9036
O 4.2213 -4.8236 -2.8814
C 4.5378 -5.4056 -4.0388
O 4.8041 -4.8497 -5.0560
C 4.5522 -6.9373 -3.8611
F 3.4639 -7.3519 -3.2037
F 5.6301 -7.2985 -3.1555
F 4.5908 -7.5425 -5.0356
H 2.0600 -3.2972 -3.0193
H 2.8777 -1.7994 -3.4773
H 2.8632 -3.1716 -4.5817
H 4.2669 -3.0702 -1.8624
H 5.0864 -2.9957 -3.4155
F 0.4104 1.0787 2.4523
Al 0.2201 0.7412 4.1328
F 1.5971 0.0827 4.8041
F -1.0324 -0.4106 4.2199
F -0.2254 2.1203 4.9355
Ca -4.8510 -1.3295 -4.1654
N 1.6161 3.7390 1.9512
C 2.5110 4.1877 2.8239
C 3.8437 3.7944 2.8266
C 4.2646 2.8851 1.8721
C 3.3394 2.4021 0.9583
C 2.0383 2.8645 1.0504
H 2.1403 4.8956 3.5554
H 4.5294 4.1948 3.5595
H 5.2961 2.5575 1.8418
H 3.6212 1.6881 0.1949
H 1.2828 2.5165 0.3504
F 3.1088 -0.9903 -1.5596
B -5.9568 0.8254 7.0805
F -5.6470 2.1648 7.3314
F -7.2980 0.5674 7.4067
F -5.7835 0.5698 5.6856
F -5.1119 -0.0214 7.8002
Cs 5.3040 -2.3641 -0.3087
*
```